Here is a molecular structure, C33H39FN4P2Sn from the OMol25 dataset. Energies are from ωB97M-V/def2-TZVPD.

## Properties
Relative energy (zero: lowest compared OMol25 entry of this formula, charge and spin): 63.6 kcal/mol
Molar mass: 691.36 g/mol
HOMO: -7.7 eV

Structure (ORCA input):
```
! wB97M-V def2-TZVPD RIJCOSX def2/J DEFGRID3
* xyz 0 1
Sn 0.84 -0.91 -1.95
C -3.93 2.32 -1.81
C -3.50 2.73 -0.61
C -3.80 2.19 0.74
C -4.09 0.67 0.89
C -3.20 -0.26 0.14
C -2.96 -0.36 -1.18
C -4.07 -0.22 -2.16
C -4.81 1.15 -2.09
C 1.95 -2.91 -1.81
H -3.74 2.96 -2.68
H -2.99 3.69 -0.59
H -4.72 2.68 1.12
H -2.99 2.49 1.43
H -3.98 0.42 1.96
H -5.15 0.48 0.68
H -2.91 -1.10 0.79
H -1.99 -0.71 -1.56
H -4.85 -0.98 -1.96
H -3.68 -0.40 -3.17
H -5.30 1.32 -3.06
H -5.62 1.10 -1.34
H 2.86 -2.75 -2.39
H 1.32 -3.70 -2.22
H 2.19 -3.13 -0.76
P 0.24 -1.84 0.87
P 1.63 1.35 0.53
N -1.24 -2.96 0.39
N 0.48 -2.70 2.37
N 0.83 2.20 -0.82
N 2.37 2.78 1.13
C -0.56 -0.27 1.42
C 0.28 1.01 1.67
C -1.22 -3.73 -0.79
C -2.38 -4.49 -0.87
C -3.17 -4.16 0.27
C -2.45 -3.24 1.03
C 1.06 -3.99 2.39
C 1.35 -4.32 3.70
C 0.93 -3.22 4.53
C 0.39 -2.25 3.70
C 1.35 1.98 -2.12
C 0.35 2.27 -3.04
C -0.78 2.73 -2.32
C -0.48 2.65 -0.97
C 1.94 4.12 1.02
C 3.02 4.94 1.25
C 4.16 4.11 1.51
C 3.75 2.80 1.44
H -1.15 -0.47 2.32
H -1.27 -0.03 0.61
H -0.38 1.89 1.67
H 0.77 0.94 2.65
H -0.37 -3.68 -1.44
H -2.62 -5.20 -1.66
H -4.16 -4.53 0.51
H -2.73 -2.72 1.93
H 1.19 -4.54 1.47
H 1.82 -5.23 4.04
H 1.03 -3.17 5.60
H -0.05 -1.30 3.91
H 2.41 1.86 -2.27
H 0.39 2.12 -4.11
H -1.74 3.06 -2.73
H -1.05 3.01 -0.11
H 0.91 4.35 0.80
H 3.02 6.02 1.22
H 5.17 4.44 1.71
H 4.26 1.86 1.57
F 7.10 0.44 -0.65
C 5.78 0.17 -0.90
C 5.05 -0.51 0.06
C 3.68 -0.76 -0.20
C 3.15 -0.52 -1.47
C 3.95 0.05 -2.44
C 5.22 0.56 -2.12
H 5.51 -0.88 0.99
H 3.05 -1.11 0.62
H 3.55 0.20 -3.45
H 5.78 1.16 -2.83
*
```

Here is a molecular structure, C33H39N5Pt from the OMol25 dataset. Energies are from ωB97M-V/def2-TZVPD.

## Properties
Relative energy (zero: lowest compared OMol25 entry of this formula, charge and spin): 41.2 kcal/mol
Molar mass: 700.79 g/mol
HOMO (alpha / beta): 2.7 / -0.5 eV

Structure (ORCA input):
```
! wB97M-V def2-TZVPD RIJCOSX def2/J DEFGRID3
* xyz -2 3
Pt -0.46 0.05 0.03
N -1.38 3.20 0.01
N 0.97 2.12 -1.69
C -1.66 -1.60 -0.63
C -1.84 -0.57 -1.67
C -2.94 0.26 -1.27
C -3.54 1.35 -2.08
H -3.13 1.34 -3.10
H -3.34 2.33 -1.65
H -4.63 1.23 -2.16
C -3.37 -0.14 0.01
C -4.49 0.48 0.77
H -5.46 0.21 0.34
H -4.42 1.58 0.76
H -4.48 0.15 1.82
C -2.59 -1.25 0.44
C -2.83 -2.08 1.65
H -2.90 -1.47 2.57
H -2.03 -2.82 1.79
H -3.78 -2.63 1.54
C -1.29 -0.66 -3.05
H -2.10 -0.71 -3.80
H -0.67 -1.56 -3.18
H -0.67 0.22 -3.29
C -0.94 -2.89 -0.78
H -0.28 -3.08 0.08
H -0.31 -2.88 -1.68
H -1.65 -3.72 -0.86
C -2.02 4.11 0.78
H -2.99 3.77 1.19
C -1.52 5.39 1.07
H -2.10 6.04 1.73
C -0.32 5.82 0.45
H 0.11 6.80 0.67
C 0.25 4.98 -0.48
H 1.15 5.20 -1.07
C -0.44 3.76 -0.78
C -0.08 3.00 -1.93
H -0.84 2.71 -2.65
C 0.95 0.90 -0.98
C 2.30 2.42 -2.05
H 2.57 3.37 -2.49
C 3.04 1.35 -1.78
H 4.07 1.09 -2.00
N 2.21 0.41 -1.14
C 2.62 -0.95 -0.90
C 2.65 -1.83 -1.99
C 2.99 -3.18 -1.79
H 2.92 -3.86 -2.64
C 3.42 -3.63 -0.55
C 3.75 -5.08 -0.33
H 2.95 -5.60 0.22
H 4.67 -5.20 0.26
H 3.89 -5.61 -1.28
C 3.51 -2.71 0.50
H 3.88 -3.05 1.47
C 3.16 -1.36 0.33
C 3.44 -0.39 1.43
H 4.36 0.17 1.26
H 3.56 -0.94 2.36
H 2.63 0.32 1.56
C 2.36 -1.36 -3.39
H 3.09 -0.62 -3.76
H 1.35 -0.93 -3.48
H 2.41 -2.23 -4.06
N -1.53 1.65 2.44
C -0.74 0.70 2.99
C -0.53 0.64 4.38
C 0.19 -0.42 4.91
C 0.66 -1.40 4.03
C 0.43 -1.29 2.67
N -0.20 -0.21 2.15
H -1.56 1.76 1.42
H -1.86 2.42 3.01
H -0.96 1.43 4.99
H 0.38 -0.49 5.97
H 1.22 -2.26 4.39
H 0.74 -2.05 1.95
*
```

Here is 5 unconnected molecules or ions with the total composition C33H39N8O9 from the OMol25 dataset. Energies are from ωB97M-V/def2-TZVPD.

## Properties
Molar mass: 691.72 g/mol
HOMO: -11.5 eV

Structure (ORCA input):
```
! wB97M-V def2-TZVPD RIJCOSX def2/J DEFGRID3
* xyz 1 1
C -2.05 5.17 -1.66
O -3.00 4.04 -1.40
C -2.12 2.99 -0.84
C -2.78 1.48 -0.88
C -2.55 0.65 0.55
C -0.91 0.42 0.76
C -0.55 -0.58 2.01
C -0.61 0.11 3.50
C -0.66 1.75 3.51
N -1.76 2.74 3.84
C -1.13 4.10 3.60
N -1.79 5.32 3.74
N 0.31 3.98 3.14
N 0.55 2.61 3.09
H -2.54 6.23 -1.49
H -1.63 5.15 -2.76
H -1.14 5.12 -0.89
H -1.96 3.26 0.30
H -1.07 3.00 -1.42
H -3.90 1.46 -1.25
H -2.17 0.87 -1.71
H -3.06 1.19 1.45
H -3.02 -0.42 0.35
H -0.32 1.44 0.76
H -0.57 -0.15 -0.22
H 0.51 -1.04 1.79
H -1.33 -1.47 1.98
H 0.30 -0.35 4.12
H -1.59 -0.26 4.07
H -2.36 5.54 4.59
H -1.79 6.02 2.95
H 1.01 4.73 2.87
H 1.49 2.24 2.77
C -3.12 4.32 -8.10
C -2.89 5.50 -7.39
C -1.90 5.54 -6.40
C -1.14 4.39 -6.14
C -1.38 3.20 -6.84
C -2.37 3.17 -7.82
N -0.09 4.43 -5.12
O 0.08 5.50 -4.50
O 0.58 3.41 -4.94
H -3.89 4.29 -8.87
H -3.48 6.39 -7.60
H -1.73 6.47 -5.86
H -0.80 2.30 -6.65
H -2.56 2.26 -8.38
C -7.13 -3.03 2.01
C -6.61 -3.73 3.10
C -5.27 -4.13 3.10
C -4.46 -3.81 2.00
C -4.98 -3.11 0.90
C -6.33 -2.73 0.91
N -3.04 -4.20 2.01
O -2.62 -4.83 2.99
O -2.35 -3.87 1.03
H -8.18 -2.72 2.01
H -7.25 -3.97 3.95
H -4.88 -4.67 3.95
H -4.37 -2.86 0.04
H -6.74 -2.18 0.07
C 6.83 0.32 0.70
C 6.09 1.15 1.54
C 4.73 0.89 1.77
C 4.13 -0.21 1.14
C 4.87 -1.04 0.29
C 6.23 -0.77 0.07
N 2.72 -0.51 1.39
O 2.09 0.26 2.14
O 2.23 -1.51 0.85
H 7.89 0.53 0.54
H 6.56 2.00 2.03
H 4.17 1.55 2.43
H 4.42 -1.90 -0.20
H 6.81 -1.41 -0.58
C 3.82 -7.25 1.64
C 5.15 -7.58 1.93
C 6.19 -6.88 1.31
C 5.89 -5.85 0.41
C 4.56 -5.52 0.12
C 3.53 -6.23 0.74
N 6.98 -5.10 -0.23
O 8.14 -5.43 0.05
O 6.67 -4.17 -0.99
H 3.02 -7.79 2.13
H 5.37 -8.37 2.63
H 7.22 -7.15 1.54
H 4.31 -4.73 -0.59
H 2.49 -5.98 0.52
*
```

Here is a molecular structure, C33H40BaF6N5O6P2S2 from the OMol25 dataset. Energies are from ωB97M-V/def2-TZVPD.

## Properties
Relative energy (zero: lowest compared OMol25 entry of this formula, charge and spin): 0.0 kcal/mol
Molar mass: 980.11 g/mol
HOMO: -11.0 eV

Structure (ORCA input):
```
! wB97M-V def2-TZVPD RIJCOSX def2/J DEFGRID3
* xyz 1 1
Ba 0.80 0.21 0.28
F 2.76 -4.87 1.95
C 3.53 -3.84 1.62
F 4.62 -4.27 1.00
F 3.88 -3.18 2.71
S 2.56 -2.76 0.48
O 1.44 -2.27 1.26
O 2.27 -3.58 -0.65
N 3.47 -1.56 0.01
S 3.95 -0.31 0.86
O 3.69 -0.37 2.27
O 3.52 0.89 0.18
C 5.78 -0.40 0.60
F 6.23 -1.54 1.11
F 6.05 -0.34 -0.70
F 6.34 0.63 1.22
O -1.96 1.26 0.00
N -1.09 2.16 -0.61
C -1.11 3.31 -0.06
C -1.97 3.72 1.07
C -3.06 4.53 0.81
C -3.90 4.93 1.85
C -3.62 4.53 3.15
C -2.51 3.74 3.41
C -1.67 3.32 2.38
P -0.16 2.32 2.69
C 1.17 3.56 2.60
C 2.48 3.07 2.65
C 3.56 3.94 2.57
C 3.34 5.30 2.43
C 2.04 5.79 2.37
C 0.96 4.93 2.46
C -0.28 1.91 4.46
C -0.97 0.76 4.81
C -1.12 0.41 6.14
C -0.57 1.20 7.13
C 0.13 2.35 6.79
C 0.27 2.71 5.46
H -1.91 0.47 -0.59
H -0.43 4.03 -0.52
H -3.27 4.84 -0.20
H -4.76 5.55 1.64
H -4.26 4.83 3.96
H -2.30 3.44 4.43
H 2.67 2.01 2.79
H 4.56 3.55 2.62
H 4.18 5.98 2.36
H 1.87 6.86 2.26
H -0.05 5.33 2.42
H -1.40 0.12 4.04
H -1.67 -0.49 6.40
H -0.68 0.93 8.17
H 0.57 2.97 7.56
H 0.82 3.61 5.20
O -0.95 -0.92 -1.22
P -1.05 -1.72 -2.50
N -0.93 -3.30 -2.11
C -1.11 -3.87 -0.76
C -0.66 -5.31 -0.94
C -1.07 -5.63 -2.37
C -0.73 -4.35 -3.12
N 0.12 -1.17 -3.52
C 0.23 -1.55 -4.94
C 1.70 -1.94 -5.09
C 2.40 -0.94 -4.17
C 1.44 -0.83 -2.98
N -2.41 -1.57 -3.39
C -2.76 -0.31 -4.07
C -4.28 -0.21 -3.90
C -4.71 -1.68 -3.90
C -3.63 -2.35 -3.06
H -2.17 -3.83 -0.47
H -0.53 -3.33 -0.02
H -1.10 -5.98 -0.20
H 0.43 -5.36 -0.84
H -2.15 -5.82 -2.42
H -0.56 -6.50 -2.79
H -1.38 -4.19 -3.99
H 0.30 -4.36 -3.47
H 0.00 -0.69 -5.58
H -0.46 -2.35 -5.20
H 2.05 -1.87 -6.12
H 1.86 -2.96 -4.74
H 2.49 0.03 -4.66
H 3.39 -1.26 -3.86
H 1.44 0.20 -2.58
H 1.73 -1.53 -2.19
H -2.49 -0.36 -5.12
H -2.23 0.54 -3.63
H -4.74 0.37 -4.69
H -4.52 0.25 -2.94
H -4.69 -2.08 -4.92
H -5.70 -1.84 -3.49
H -3.49 -3.40 -3.30
H -3.87 -2.27 -1.99
*
```

Here is a molecular structure, C33H40Cl2GeN7O5W from the OMol25 dataset. Energies are from ωB97M-V/def2-TZVPD.

## Properties
Relative energy (zero: lowest compared OMol25 entry of this formula, charge and spin): 27.9 kcal/mol
Molar mass: 942.08 g/mol
HOMO (alpha / beta): -12.8 / -12.8 eV

Structure (ORCA input):
```
! wB97M-V def2-TZVPD RIJCOSX def2/J DEFGRID3
* xyz 2 2
W -0.54 0.60 0.87
Cl 3.15 -5.21 -0.24
C 1.84 -4.11 -0.10
C 2.11 -2.79 0.23
C 1.06 -1.88 0.34
N 1.16 -0.53 0.73
C 2.30 -0.06 1.36
O 3.23 -0.72 1.75
C 2.24 1.41 1.54
C 3.35 2.14 1.91
C 3.24 3.52 2.03
C 2.00 4.10 1.78
C 0.94 3.30 1.43
N 1.04 1.97 1.30
C -0.24 -2.28 0.05
C -0.51 -3.61 -0.25
C 0.53 -4.52 -0.30
Cl 0.17 -6.18 -0.59
N -1.17 -1.21 0.11
C -2.49 -1.41 -0.26
O -3.03 -2.45 -0.52
C -3.23 -0.12 -0.31
C -4.51 -0.04 -0.83
C -5.14 1.19 -0.85
C -4.46 2.29 -0.35
C -3.19 2.12 0.16
N -2.58 0.92 0.20
H 3.12 -2.49 0.42
H 4.27 1.61 2.09
H 4.09 4.13 2.29
H 1.86 5.17 1.86
H -0.04 3.73 1.25
H -1.51 -3.94 -0.44
H -4.96 -0.94 -1.20
H -6.14 1.30 -1.27
H -4.90 3.28 -0.36
H -2.64 2.95 0.58
C -0.43 -3.61 3.46
O 0.10 -2.58 4.33
C 0.08 -1.34 3.90
O -0.43 -1.02 2.82
N 0.68 -0.52 4.78
N 0.94 0.81 4.47
H -0.43 -4.51 4.06
H 0.22 -3.73 2.60
H -1.43 -3.35 3.14
H 1.09 -0.94 5.60
H 1.94 0.98 4.52
H 0.49 1.42 5.14
O -1.26 1.74 2.29
N -2.40 1.62 3.02
C -3.07 0.46 3.08
C -4.35 0.44 3.58
C -4.94 1.62 4.01
C -4.19 2.78 4.00
C -2.92 2.76 3.49
H -2.52 -0.43 2.80
H -4.88 -0.50 3.63
H -5.97 1.62 4.37
H -4.59 3.71 4.38
H -2.27 3.62 3.43
C -1.10 5.05 -5.12
C -1.30 3.91 -4.13
C -0.49 4.13 -2.85
C -0.88 3.18 -1.71
Ge -0.01 1.37 -1.50
C 1.96 1.26 -1.85
C 2.74 2.43 -2.49
C 3.05 2.21 -3.97
C 1.81 2.24 -4.86
H -1.66 4.87 -6.04
H -0.05 5.16 -5.39
H -1.44 6.00 -4.70
H -1.01 2.96 -4.59
H -2.36 3.84 -3.87
H -0.66 5.16 -2.51
H 0.57 4.05 -3.09
H -1.94 2.95 -1.81
H -0.76 3.70 -0.75
H -0.63 0.64 -2.71
H 2.09 0.36 -2.46
H 2.41 1.03 -0.89
H 3.68 2.54 -1.95
H 2.20 3.38 -2.36
H 3.55 1.25 -4.08
H 3.75 2.97 -4.30
H 0.99 1.66 -4.41
H 2.02 1.82 -5.84
H 1.45 3.26 -5.00
*
```